Record 1
The following is a quantum chemistry calculation of a structure of composition C31H35O5Tl in a non-equilibrium geometry, from the Open Molecules 2025 dataset.

Calculated values
HOMO level = 0.17 eV
total charge = -2
HOMO-LUMO gap = 3.16 eV
LUMO level = 3.3 eV

Last column: Mulliken charge in e.
Geometry (Å):
C 0.29648 -0.25788 -4.80282  3.321
C 0.02145 -0.84746 -3.40120  -1.810
C -0.06423 1.23400 -4.76150  -1.433
C -1.02084 1.34463 -3.56027  0.002
H -0.55081 1.50190 -5.70575  0.263
H 0.84432 1.83460 -4.64057  0.354
C -1.19775 -0.05276 -2.93039  0.656
H 0.88868 -0.66630 -2.74738  0.371
H -0.16785 -1.92649 -3.48633  0.590
C -1.33358 0.18962 -1.43975  -1.195
H -2.10066 -0.53698 -3.32478  0.584
H -2.00375 1.69451 -3.91005  0.543
C -0.53627 2.23531 -2.37145  1.458
C 1.67801 -0.55569 -5.33786  -0.305
C -0.54827 -0.96545 -5.86401  -0.415
O -1.25015 -0.42127 -6.69863  -0.659
O 2.63380 -0.87743 -4.64170  -0.636
O 1.74881 -0.50847 -6.68286  -0.296
O -0.39624 -2.29953 -5.82793  -0.272
C -0.94433 -2.93274 -6.98632  -0.795
H -0.72764 -3.99180 -6.83536  0.267
H -0.42830 -2.56415 -7.87795  0.306
H -2.01729 -2.73236 -7.09074  0.292
C 3.06178 -0.86764 -7.12015  -0.804
H 3.82440 -0.31231 -6.55650  0.325
H 3.09399 -0.64055 -8.18704  0.239
H 3.21196 -1.93761 -6.94196  0.330
O -0.74605 1.46939 -1.11992  -0.427
H -0.88013 -0.57160 -0.78577  0.192
H -2.40314 0.24707 -1.17972  0.214
C -1.38966 3.49476 -2.37761  -1.857
C 0.95038 2.60931 -2.43070  -2.059
H 1.16353 3.24754 -3.30153  0.473
H 1.58867 1.71724 -2.47672  0.309
H 1.23110 3.17687 -1.53285  0.433
H -1.19710 4.12069 -1.49955  0.338
H -2.45582 3.23285 -2.41275  0.446
H -1.16647 4.08735 -3.27859  0.401
Tl -0.45938 1.60866 1.94007  0.844
C -2.33655 -0.52031 3.92944  -0.357
C -2.81695 -0.33670 2.60457  -1.191
C -2.19956 -1.32577 1.77369  -0.288
H -3.54365 0.40625 2.28134  0.431
C -1.35619 -2.11972 2.60119  -0.828
C -1.45536 -1.62994 3.93663  -0.436
H -0.92120 -2.00452 4.80608  0.391
H -2.52949 0.13438 4.77868  0.496
H -2.39790 -1.47644 0.71425  0.555
H -0.76081 -2.96807 2.26748  0.459
C 2.59715 0.43123 2.89352  -1.083
C 2.30098 -0.57011 3.85605  0.483
C 1.78077 -1.70150 3.17172  -0.938
H 2.40145 -0.48634 4.93649  0.175
C 1.74614 -1.40829 1.78203  -0.411
C 2.23935 -0.07971 1.60157  -0.609
H 2.36920 0.41506 0.63682  0.502
H 3.01650 1.40950 3.11314  0.320
H 1.47250 -2.63000 3.64134  0.441
H 1.41038 -2.09397 1.00391  0.362
C -0.28061 1.44476 4.40651  -0.737
C -0.17673 1.09618 5.59442  -0.151
C -0.10658 0.78977 6.98212  0.394
C -1.15972 1.15021 7.85204  -0.514
C -1.13355 0.71281 9.17602  -0.367
C -0.08635 -0.10148 9.62674  -0.361
C 0.98365 -0.40894 8.78110  -0.511
C 1.01126 0.08671 7.47893  -0.418
H -1.97492 1.76732 7.46360  0.380
H -1.92755 1.00929 9.85967  0.324
H -0.10529 -0.47788 10.65126  0.321
H 1.80108 -1.03011 9.14263  0.353
H 1.88693 -0.06346 6.84194  0.227

Record 2
The following is a quantum chemistry calculation of a structure of composition C31H36BF4HgN10O2P2S2Se, from the Open Molecules 2025 dataset.

Calculated values
HOMO level (alpha / beta) = -5.13 / -8.34 eV
<S²> = 0.7731
total charge = 0
HOMO-LUMO gap (alpha / beta) = 4.94 / 8.19 eV
multiplicity = 2
LUMO level (alpha / beta) = -0.2 / -0.1 eV

Last column: Mulliken spin population.
Geometry (Å):
Hg -0.39145 0.02265 -0.33219  -0.017
Se -2.34364 -6.42740 3.86436  0.038
N -1.48202 -6.18140 2.31815  0.031
C -1.46540 -4.89870 2.08677  -0.016
C -0.84745 -4.29405 0.91266  0.111
C -0.22523 -5.03824 -0.06315  -0.017
C 0.34823 -4.40421 -1.16786  0.173
C 0.28578 -3.02485 -1.22933  -0.080
N -0.31210 -2.27982 -0.30560  0.125
C -0.89964 -2.87208 0.77984  0.098
C -1.55336 -2.05626 1.73203  0.204
N -1.59824 -0.69322 1.53123  0.145
C -2.21489 0.07335 2.42657  -0.078
C -2.81614 -0.39527 3.57275  0.178
C -2.77949 -1.78488 3.80684  0.053
C -2.16599 -2.61069 2.90370  0.049
C -2.11684 -4.06187 3.08052  -0.011
N -2.64509 -4.68118 4.09699  0.009
H -0.18769 -6.11433 0.05005  -0.005
H 0.86186 -4.95529 -1.94115  0.011
H 0.74548 -2.48789 -2.05064  -0.001
H -2.23805 1.13608 2.19545  -0.013
H -3.30068 0.28659 4.25648  0.013
H -3.23446 -2.22018 4.68720  -0.002
N -3.63473 -2.06985 -1.90569  -0.004
C -2.89284 -1.50811 -2.90652  0.005
N -1.84314 -0.77617 -2.69095  -0.006
C -1.31496 -0.29118 -3.86134  0.002
C -1.99020 -0.63508 -4.98452  0.000
S -3.33573 -1.63625 -4.57926  0.000
C -0.05910 0.46844 -3.78554  -0.001
C 0.60927 0.97113 -4.84758  0.000
S 2.10588 1.65767 -4.35138  0.000
C 1.74244 1.22148 -2.72096  0.000
N 0.58208 0.63922 -2.55809  0.003
N 2.58137 1.54466 -1.70269  0.000
H -3.13572 -2.18405 -1.03058  -0.001
H -4.22043 -2.84986 -2.15300  0.000
H -1.76692 -0.39932 -6.01150  0.000
H 0.33205 0.93969 -5.88780  0.000
H 3.55997 1.57867 -1.94748  0.000
H 2.43676 0.95426 -0.89537  0.000
C 0.55448 3.94467 -1.53745  0.000
P -0.38829 2.97443 -0.30623  0.003
C 0.10546 3.83084 1.23565  -0.001
C -2.04983 3.73728 -0.60366  0.000
C -3.22562 3.02556 0.06733  0.001
P -3.38290 1.30246 -0.57062  -0.005
C -4.02219 1.65201 -2.25937  0.001
C -4.93646 0.78647 0.25732  0.006
H 1.62109 3.84337 -1.35081  0.000
H 0.26734 4.99623 -1.47309  0.000
H 0.34744 3.57834 -2.54397  0.000
H 0.03212 4.91268 1.10719  0.000
H 1.13178 3.56610 1.49112  0.000
H -0.53607 3.52520 2.06304  0.000
H -2.19692 3.75662 -1.68718  0.000
H -1.98805 4.77954 -0.27769  0.000
H -4.15663 3.57308 -0.10775  0.000
H -3.07881 2.98251 1.15099  -0.001
H -4.77692 2.44220 -2.24983  0.000
H -4.47082 0.74171 -2.66027  0.000
H -3.20791 1.93512 -2.92813  0.000
H -5.74237 1.50316 0.08035  0.001
H -4.77132 0.68708 1.33075  -0.002
H -5.23325 -0.18858 -0.12878  -0.001
O 7.18727 0.51970 -0.24449  0.000
C 6.98224 -0.00103 1.04585  0.000
N 5.58629 0.07439 1.42460  0.000
C 5.15252 0.69081 2.54188  0.000
O 5.88887 1.13326 3.40889  0.000
C 3.65572 0.82499 2.68471  0.000
C 3.15997 1.37195 3.85898  0.000
C 1.79158 1.52192 3.99909  -0.007
C 0.97181 1.14733 2.94687  -0.007
N 1.42989 0.63616 1.80479  0.009
C 2.74847 0.45799 1.70071  -0.003
H 6.67703 -0.00683 -0.87103  0.000
H 7.54696 0.60783 1.74485  0.000
H 7.32438 -1.03716 1.10829  0.000
H 4.93413 -0.27264 0.73704  0.000
H 3.85893 1.66001 4.63297  0.000
H 1.35919 1.92483 4.90488  0.000
H -0.10247 1.25622 3.02699  0.005
H 3.07099 -0.02345 0.78885  0.000
F 4.61820 -0.75234 -1.20043  0.000
B 3.54477 -1.64138 -1.56579  -0.005
F 3.25119 -1.47123 -2.91878  0.000
F 3.88540 -2.93731 -1.25332  0.003
F 2.40180 -1.23427 -0.79671  0.007